[1]
{
  "formula": "C40H41BNNiO2P4",
  "method": "ωB97M-V/def2-TZVPD",
  "orbital_gap_ev": [5.875, 7.858],
  "total_charge": 1,
  "relative_energy_kcal_mol": 6.66,
  "s_squared": 2.010,
  "homo_energy_ev": [-7.70, -10.73],
  "e_tot_ha": -4652.5883,
  "multiplicity": 3,
  "symbols": ["Ni", "N", "P", "C", "C", "C", "C", "C", "C", "C", "C", "C", "C", "C", "C", "P", "C", "C", "C", "C", "C", "C", "C", "C", "C", "C", "C", "C", "H", "H", "H", "H", "H", "H", "H", "H", "H", "H", "H", "H", "H", "H", "H", "H", "H", "H", "H", "H", "H", "C", "P", "C", "C", "C", "C", "C", "C", "C", "P", "C", "C", "H", "H", "H", "H", "H", "H", "H", "H", "H", "H", "H", "H", "H", "H", "H", "H", "O", "B", "O", "C", "C", "C", "C", "C", "C", "H", "H", "H", "H"],
  "xyz": [[-1.01, -0.19, 0.24], [1.87, -1.15, -0.79], [2.35, 0.23, 0.01], [4.09, 0.25, -0.46], [4.46, 1.07, -1.52], [5.80, 1.15, -1.90], [6.77, 0.44, -1.20], [6.40, -0.37, -0.13], [5.07, -0.46, 0.24], [2.21, 0.13, 1.81], [0.97, -0.18, 2.35], [0.72, -0.02, 3.71], [1.72, 0.46, 4.54], [2.97, 0.77, 4.01], [3.21, 0.62, 2.65], [0.24, -1.59, -1.03], [0.38, -3.40, -0.75], [0.26, -3.86, 0.56], [0.50, -5.20, 0.87], [0.86, -6.08, -0.14], [0.99, -5.63, -1.45], [0.76, -4.30, -1.76], [-0.04, -1.41, -2.80], [0.79, -0.63, -3.60], [0.51, -0.47, -4.95], [-0.61, -1.08, -5.50], [-1.46, -1.85, -4.71], [-1.18, -2.01, -3.36], [2.55, -1.89, -0.86], [3.71, 1.64, -2.06], [6.09, 1.79, -2.73], [7.81, 0.51, -1.49], [7.16, -0.93, 0.41], [4.79, -1.12, 1.06], [0.18, -0.57, 1.73], [-0.26, -0.25, 4.11], [1.53, 0.60, 5.60], [3.75, 1.15, 4.66], [4.17, 0.91, 2.24], [-0.01, -3.16, 1.35], [0.40, -5.55, 1.90], [1.05, -7.13, 0.10], [1.28, -6.33, -2.23], [0.86, -3.95, -2.78], [1.66, -0.15, -3.16], [1.17, 0.13, -5.58], [-0.83, -0.95, -6.56], [-2.33, -2.32, -5.14], [-1.83, -2.62, -2.74], [-3.37, 2.17, -0.51], [-2.30, 1.61, 0.86], [-1.84, 3.21, 1.57], [-3.47, 0.91, 2.08], [-4.08, 1.69, 3.06], [-4.94, 1.11, 4.00], [-5.19, -0.25, 3.96], [-4.58, -1.04, 2.99], [-3.72, -0.47, 2.05], [-2.88, -1.45, 0.76], [-2.90, -3.15, 1.40], [-4.17, -1.59, -0.53], [-4.26, 2.68, -0.11], [-3.68, 1.35, -1.16], [-2.80, 2.88, -1.12], [-2.73, 3.82, 1.73], [-1.19, 3.72, 0.86], [-1.29, 3.09, 2.51], [-3.89, 2.75, 3.12], [-5.41, 1.73, 4.75], [-5.86, -0.71, 4.69], [-4.77, -2.11, 2.98], [-2.38, -3.22, 2.35], [-2.38, -3.79, 0.68], [-3.92, -3.52, 1.51], [-5.12, -1.87, -0.07], [-3.88, -2.36, -1.26], [-4.30, -0.65, -1.07], [0.78, 2.61, 0.45], [1.10, 1.59, -0.51], [1.12, 2.17, -1.82], [0.87, 3.52, -1.63], [0.82, 4.51, -2.59], [0.57, 5.81, -2.14], [0.39, 6.08, -0.78], [0.44, 5.06, 0.17], [0.68, 3.78, -0.29], [0.97, 4.29, -3.64], [0.52, 6.63, -2.85], [0.21, 7.10, -0.46], [0.30, 5.25, 1.23]]
}

=====

[2]
{
  "formula": "C15H16IrN3O7P2",
  "method": "ωB97M-V/def2-TZVPD",
  "orbital_gap_ev": [8.732, 6.449],
  "total_charge": 1,
  "relative_energy_kcal_mol": 1.50,
  "s_squared": 0.763,
  "homo_energy_ev": [-12.13, -12.29],
  "e_tot_ha": -2059.3019,
  "multiplicity": 2,
  "symbols": ["Ir", "O", "P", "O", "O", "O", "P", "O", "O", "O", "H", "H", "C", "C", "C", "C", "N", "C", "C", "C", "C", "C", "C", "C", "H", "H", "H", "H", "H", "H", "H", "H", "C", "C", "N", "C", "C", "N", "H", "H", "H", "H", "H", "H"],
  "xyz": [[-0.49, 0.53, 0.19], [-1.25, 3.63, 2.73], [-1.38, 2.63, 1.54], [-0.24, 2.77, 0.54], [-1.37, 1.15, 1.98], [-2.78, 2.94, 0.87], [-3.20, 2.21, -0.55], [-2.87, 3.34, -1.60], [-4.58, 1.78, -0.56], [-2.10, 1.11, -0.77], [-2.07, 3.87, 3.18], [-1.98, 3.71, -1.51], [0.75, 0.44, -3.90], [0.71, -0.92, -4.19], [0.35, -1.82, -3.21], [0.03, -1.36, -1.94], [0.10, -0.04, -1.67], [0.44, 0.84, -2.62], [-0.39, -2.17, -0.79], [-0.54, -3.54, -0.79], [-0.99, -4.17, 0.36], [-1.31, -3.43, 1.50], [-1.17, -2.05, 1.50], [-0.70, -1.42, 0.35], [1.01, 1.18, -4.64], [0.95, -1.26, -5.19], [0.30, -2.88, -3.43], [0.46, 1.88, -2.31], [-0.32, -4.13, -1.67], [-1.12, -5.25, 0.37], [-1.67, -3.94, 2.38], [-1.43, -1.47, 2.38], [1.35, 1.06, 3.27], [2.00, 0.63, 2.00], [1.45, 0.31, 0.82], [2.50, -0.10, -0.01], [3.66, 0.01, 0.66], [3.32, 0.47, 1.91], [0.28, 0.98, 3.21], [1.62, 2.09, 3.50], [1.70, 0.41, 4.08], [2.35, -0.43, -1.02], [4.67, -0.20, 0.37], [3.96, 0.64, 2.67]]
}

=====

[3]
{
  "formula": "C16H48BFN8O6P2S",
  "method": "ωB97M-V/def2-TZVPD",
  "orbital_gap_ev": 7.902,
  "smiles": "CCCNN(CB(O)O)S(=O)(=O)F.CN(C)P(=O)(N(C)C)N(C)C.CN(C)P(=O)(N(C)C)N(C)C",
  "homo_energy_ev": -7.97,
  "e_tot_ha": -2733.5294,
  "symbols": ["C", "C", "C", "N", "N", "C", "B", "O", "O", "S", "O", "O", "F", "H", "H", "H", "H", "H", "H", "H", "H", "H", "H", "H", "H", "C", "N", "C", "P", "O", "N", "C", "C", "N", "C", "C", "H", "H", "H", "H", "H", "H", "H", "H", "H", "H", "H", "H", "H", "H", "H", "H", "H", "H", "C", "N", "C", "P", "O", "N", "C", "C", "N", "C", "C", "H", "H", "H", "H", "H", "H", "H", "H", "H", "H", "H", "H", "H", "H", "H", "H", "H", "H"],
  "xyz": [[-8.30, 1.38, -0.01], [-8.29, 0.26, 1.05], [-7.30, 0.60, 2.19], [-6.04, -0.11, 1.97], [-5.67, -0.97, 3.00], [-4.98, -0.35, 4.17], [-3.45, 0.02, 4.01], [-2.77, 0.13, 2.80], [-2.77, 0.27, 5.17], [-4.99, -2.36, 2.45], [-6.01, -3.17, 1.89], [-4.21, -2.99, 3.45], [-4.13, -1.90, 1.24], [-8.79, 1.06, -0.93], [-8.88, 2.24, 0.36], [-7.27, 1.68, -0.21], [-9.30, 0.08, 1.43], [-7.93, -0.63, 0.55], [-7.73, 0.32, 3.15], [-7.10, 1.67, 2.13], [-5.28, 0.48, 1.65], [-5.51, 0.57, 4.40], [-5.09, -0.97, 5.06], [-2.94, 0.97, 2.35], [-1.97, 0.75, 4.94], [0.19, -2.93, -0.93], [-0.74, -1.86, -1.22], [-1.57, -1.43, -0.11], [-0.65, -0.80, -2.56], [-0.31, 0.50, -1.90], [0.77, -1.02, -3.50], [1.51, -2.26, -3.65], [1.67, 0.12, -3.62], [-1.52, -1.86, -3.63], [-1.81, -1.22, -4.94], [-2.79, -2.43, -3.14], [0.28, -3.62, -1.77], [-0.18, -3.54, -0.11], [1.18, -2.56, -0.65], [-2.63, -1.60, -0.33], [-1.45, -0.36, 0.10], [-1.34, -1.96, 0.81], [2.17, -2.45, -2.80], [2.13, -2.21, -4.54], [0.85, -3.11, -3.79], [2.31, 0.25, -2.74], [1.12, 1.05, -3.77], [2.32, -0.01, -4.49], [-2.52, -0.38, -4.82], [-2.25, -1.94, -5.62], [-0.90, -0.84, -5.39], [-3.48, -1.66, -2.78], [-2.61, -3.14, -2.34], [-3.28, -2.98, -3.94], [4.69, 3.62, -0.15], [4.23, 2.30, 0.24], [2.80, 2.06, 0.09], [5.22, 0.91, 0.41], [4.77, 0.07, -0.74], [6.85, 1.17, -0.05], [7.56, 2.42, 0.00], [7.37, 0.34, -1.14], [5.65, 1.27, 2.06], [6.41, 0.16, 2.69], [4.55, 1.60, 2.98], [5.48, 3.98, 0.51], [3.89, 4.35, -0.04], [5.04, 3.66, -1.19], [2.34, 1.86, 1.07], [2.59, 1.21, -0.56], [2.28, 2.92, -0.34], [7.33, 3.07, -0.85], [8.64, 2.24, -0.01], [7.37, 2.96, 0.93], [7.05, 0.70, -2.12], [7.03, -0.69, -1.04], [8.46, 0.32, -1.10], [5.79, -0.74, 2.80], [6.76, 0.45, 3.67], [7.28, -0.10, 2.09], [3.75, 0.85, 2.98], [4.11, 2.57, 2.74], [4.93, 1.69, 4.00]]
}

=====

[4]
{
  "formula": "C21H29CdN2O5Sb",
  "method": "ωB97M-V/def2-TZVPD",
  "orbital_gap_ev": [4.646, 7.987],
  "total_charge": -1,
  "relative_energy_kcal_mol": 24.54,
  "s_squared": 0.767,
  "homo_energy_ev": [-1.97, -5.31],
  "e_tot_ha": -1711.2505,
  "multiplicity": 2,
  "symbols": ["Cd", "O", "C", "O", "C", "C", "C", "C", "C", "N", "C", "O", "O", "H", "H", "H", "C", "C", "C", "Sb", "C", "C", "C", "C", "C", "C", "H", "H", "H", "H", "H", "H", "H", "H", "H", "H", "H", "H", "H", "H", "H", "H", "H", "H", "H", "H", "H", "O", "N", "C", "C", "C", "C", "C", "H", "H", "H", "H", "H"],
  "xyz": [[-0.40, 0.22, -2.27], [-4.46, 1.40, -2.37], [-3.27, 1.18, -2.12], [-2.68, 0.02, -2.03], [-2.42, 2.37, -1.77], [-2.91, 3.70, -1.65], [-1.98, 4.71, -1.43], [-0.63, 4.40, -1.11], [-0.22, 3.05, -1.28], [-1.13, 2.14, -1.50], [1.23, 2.57, -1.06], [2.06, 3.41, -0.56], [1.44, 1.30, -1.45], [-3.97, 3.89, -1.72], [-2.37, 5.75, -1.48], [0.08, 5.18, -0.88], [-1.46, 1.22, 3.92], [-0.17, 1.08, 3.13], [0.29, 2.31, 2.38], [-0.23, -0.51, 1.63], [-2.10, -1.61, 2.32], [-1.76, -2.89, 3.11], [-2.83, -1.96, 1.06], [1.69, -1.56, 1.93], [1.79, -2.07, 3.36], [2.79, -0.59, 1.46], [-1.32, 1.97, 4.71], [-1.77, 0.28, 4.49], [-2.34, 1.43, 3.22], [0.63, 0.68, 3.74], [-0.54, 2.76, 1.77], [1.15, 2.15, 1.74], [0.68, 3.07, 3.04], [-2.69, -0.86, 2.86], [-1.10, -3.49, 2.54], [-2.73, -3.42, 3.18], [-1.49, -2.67, 4.18], [-2.29, -2.54, 0.30], [-3.19, -1.05, 0.52], [-3.76, -2.50, 1.30], [1.57, -2.29, 1.17], [1.37, -1.41, 4.11], [2.87, -2.21, 3.60], [1.29, -3.08, 3.45], [2.96, 0.31, 2.05], [2.65, -0.27, 0.41], [3.70, -1.16, 1.36], [-0.10, -1.03, -4.05], [1.12, -1.52, -4.22], [1.76, -1.22, -5.41], [2.99, -1.79, -5.68], [3.65, -2.59, -4.68], [2.98, -2.86, -3.49], [1.72, -2.30, -3.26], [1.16, -0.52, -6.00], [3.46, -1.68, -6.61], [4.69, -2.86, -4.88], [3.37, -3.55, -2.74], [1.18, -2.47, -2.35]]
}

=====

[5]
{
  "formula": "C5H11N",
  "method": "ωB97M-V/def2-TZVPD",
  "orbital_gap_ev": [6.037, 5.672],
  "total_charge": -1,
  "relative_energy_kcal_mol": 101.04,
  "s_squared": 0.756,
  "homo_energy_ev": [-1.63, -1.47],
  "e_tot_ha": -251.6386,
  "multiplicity": 2,
  "symbols": ["C", "C", "C", "C", "C", "N", "H", "H", "H", "H", "H", "H", "H", "H", "H", "H", "H"],
  "xyz": [[1.80, 1.00, 0.62], [1.35, 0.08, -0.52], [0.62, -1.13, -0.04], [-0.88, -0.96, 0.11], [-1.63, 0.14, 0.23], [-3.04, 0.01, 0.06], [2.23, 1.87, 0.11], [2.63, 0.84, 1.35], [0.88, 1.30, 1.16], [0.43, 0.67, -0.95], [2.23, -0.17, -1.17], [0.77, -1.78, -0.90], [0.97, -1.63, 0.90], [-1.45, -1.90, -0.08], [0.11, 1.29, -1.65], [-3.50, -0.54, 0.85], [-3.53, 0.90, -0.09]]
}

=====

[6]
{
  "formula": "C2H8N2O",
  "method": "ωB97M-V/def2-TZVPD",
  "orbital_gap_ev": 9.778,
  "relative_energy_kcal_mol": 45.68,
  "smiles": "[H]/N=C/NC.O",
  "homo_energy_ev": -9.06,
  "e_tot_ha": -265.7103,
  "symbols": ["H", "N", "C", "N", "C", "H", "H", "H", "H", "H", "O", "H", "H"],
  "xyz": [[-3.02, -0.71, 0.57], [-2.18, -1.09, 0.18], [-1.18, -1.43, 0.88], [-0.10, -2.02, 0.28], [1.25, -1.43, 0.44], [-1.09, -1.06, 1.91], [-0.40, -2.28, -0.65], [1.88, -2.33, 0.46], [1.27, -0.64, -0.30], [1.41, -1.09, 1.47], [1.00, 4.99, -1.67], [0.14, 4.84, -1.24], [1.02, 4.27, -2.33]]
}